[1]
A 7-piece molecular cluster, C14H41Cl2O14P overall at a distorted geometry. Source: the Open Molecules 2025 dataset; level of theory: wB97M-V/def2-TZVPD.

The geometry in XYZ format:
```
72
Properties=species:S:1:pos:R:3:lowdin_charge:R:1
C 5.703 -1.492 -2.290 -0.1161
O 6.905 -2.000 -1.759 -0.2535
P 7.004 -2.883 -0.345 0.4977
O 6.740 -2.107 0.876 -0.2439
O 5.912 -4.091 -0.562 -0.2411
C 4.478 -3.974 -0.523 -0.0962
O 8.407 -3.675 -0.508 -0.2035
C 9.574 -2.920 -0.314 -0.1294
H 5.216 -2.421 -2.587 0.0810
H 5.919 -0.831 -3.129 0.0911
H 5.157 -0.898 -1.557 0.0894
H 4.059 -4.520 0.322 0.0892
H 4.061 -4.404 -1.434 0.0886
H 4.204 -2.922 -0.435 0.0767
H 9.728 -2.056 -0.961 0.0919
H 10.442 -3.561 -0.470 0.0906
H 9.616 -2.615 0.732 0.0888
C -3.033 -4.079 5.025 -0.2723
C -2.577 -3.851 3.605 -0.3090
O -1.861 -2.717 3.428 -0.0388
O -1.902 -4.353 5.797 -0.0417
H -3.715 -4.919 5.159 0.1162
H -3.731 -3.278 5.265 0.1217
H -3.522 -3.614 3.116 0.1192
H -2.114 -4.653 3.029 0.1240
H -1.138 -2.700 4.060 0.0916
H -2.266 -4.281 6.682 0.0898
C -1.219 0.802 -1.262 -0.2908
C -2.109 1.426 -2.338 -0.2535
O -3.283 0.704 -2.314 -0.0572
O -1.086 -0.554 -1.437 -0.0505
H -1.605 0.911 -0.248 0.1238
H -0.234 1.269 -1.250 0.1149
H -1.655 1.261 -3.315 0.1142
H -2.157 2.508 -2.212 0.1224
H -3.120 -0.208 -2.063 0.0796
H -0.883 -0.786 -0.527 0.0974
C -5.411 0.282 -7.693 -0.2566
C -5.737 0.204 -9.195 -0.1935
O -7.159 -0.110 -9.280 -0.0966
O -5.911 1.431 -7.009 -0.0646
H -4.345 0.330 -7.467 0.1108
H -5.716 -0.680 -7.281 0.1153
H -5.273 -0.565 -9.812 0.1197
H -5.558 1.174 -9.658 0.1092
H -7.679 0.367 -8.630 0.0709
H -5.793 1.235 -6.077 0.0852
C -2.931 2.028 7.106 -0.2306
C -4.061 2.256 6.054 -0.2137
O -3.558 1.798 4.785 -0.0696
O -2.513 0.650 7.241 -0.0752
H -3.158 2.383 8.111 0.1111
H -2.101 2.671 6.814 0.1119
H -4.332 3.311 6.081 0.1136
H -4.975 1.708 6.283 0.1090
H -2.988 1.053 4.988 0.0671
H -2.299 0.624 8.177 0.0758
C 3.237 1.326 3.894 -0.2576
C 3.644 2.528 3.037 -0.2672
O 5.002 2.836 3.101 -0.0558
O 3.611 0.078 3.358 -0.0562
H 2.169 1.346 4.109 0.1159
H 3.706 1.477 4.866 0.1155
H 2.966 3.363 3.215 0.1189
H 3.521 2.244 1.991 0.1151
H 5.487 2.225 2.542 0.0865
H 4.568 0.000 3.375 0.0836
C -3.415 7.880 -6.053 -0.9866
Cl -2.550 6.955 -7.385 0.4285
Cl -2.701 7.440 -4.520 0.5069
H -3.180 8.936 -6.183 0.0181
H -4.486 7.698 -6.144 0.0328
```

Results
2S+1   1
Total charge   0
Total energy   -78178.3799 eV
HOMO   -0.3658 hartree
Energy above the lowest of the compared OMol25 structures with the same formula, charge and spin   61.53 kcal per mole
SMILES   COP(=O)(OC)OC.ClCCl.OCCO.OCCO.OCCO.OCCO.OCCO
LUMO   0.22 eV
Kohn-Sham gap   10.18 eV



[2]
A 3-piece molecular cluster, C14H42BN5O7P overall. Source: the Open Molecules 2025 dataset; level of theory: wB97M-V/def2-TZVPD.

The geometry in XYZ format:
```
70
Properties=species:S:1:pos:R:3:nbo_charge:R:1
N -0.405 4.925 -1.974 -1.0620
B -1.472 5.880 -2.606 -0.0769
C -2.891 5.802 -1.752 -0.6658
C -4.115 6.628 -2.155 0.4044
N -5.307 6.133 -1.403 -0.8821
N -4.451 6.548 -3.578 -0.8752
N -3.897 8.042 -1.878 -0.8357
P -0.703 7.716 -2.659 0.9281
N 1.005 7.421 -2.627 -1.1549
O -0.924 8.055 -4.316 -1.0225
H -0.813 3.999 -1.854 0.3376
H -0.210 5.229 -1.021 0.3356
H -1.670 5.489 -3.776 -0.1136
H -3.203 4.745 -1.769 0.1750
H -2.651 6.039 -0.702 0.1960
H -5.102 5.225 -1.005 0.3532
H -6.100 6.042 -2.030 0.3489
H -3.655 6.841 -4.130 0.3711
H -4.665 5.586 -3.812 0.3504
H -4.604 8.560 -2.391 0.3496
H -4.071 8.194 -0.891 0.3567
H 1.362 6.990 -3.476 0.3597
H 1.473 8.311 -2.509 0.3532
H -1.444 7.332 -4.673 0.4717
C -0.841 -1.882 1.422 -0.2455
O -0.478 -1.439 0.138 -0.5483
C -1.425 -0.554 -0.436 -0.0918
C -0.768 0.393 -1.414 -0.0878
O -0.050 1.444 -0.804 -0.5278
C 1.216 1.169 -0.242 -0.0853
C 2.311 0.981 -1.264 -0.0984
O 2.250 -0.307 -1.861 -0.5505
C 2.805 -0.329 -3.153 -0.2458
H -1.758 -2.484 1.400 0.1600
H -0.027 -2.502 1.796 0.1905
H -0.988 -1.038 2.107 0.1639
H -1.921 0.033 0.346 0.1734
H -2.189 -1.138 -0.969 0.1640
H -1.568 0.890 -1.968 0.1943
H -0.153 -0.159 -2.129 0.1873
H 1.180 0.326 0.454 0.1802
H 1.464 2.070 0.323 0.1959
H 3.284 1.098 -0.765 0.1624
H 2.215 1.763 -2.025 0.1912
H 2.310 0.394 -3.811 0.1720
H 2.660 -1.331 -3.554 0.1844
H 3.880 -0.107 -3.136 0.1594
C 3.085 -3.711 2.642 -0.2498
O 2.340 -4.907 2.572 -0.5484
C 2.922 -5.870 1.714 -0.0920
C 2.533 -7.269 2.126 -0.0899
O 3.223 -7.752 3.269 -0.5416
C 2.802 -7.275 4.535 -0.0900
C 1.525 -7.905 5.041 -0.0915
O 0.393 -7.353 4.396 -0.5442
C -0.710 -8.227 4.378 -0.2456
H 3.121 -3.204 1.671 0.1755
H 2.588 -3.061 3.359 0.1930
H 4.109 -3.901 2.984 0.1620
H 4.015 -5.782 1.726 0.1707
H 2.573 -5.698 0.686 0.1741
H 2.830 -7.940 1.317 0.1851
H 1.451 -7.344 2.252 0.1936
H 2.722 -6.186 4.548 0.1975
H 3.599 -7.568 5.223 0.1842
H 1.450 -7.724 6.123 0.1677
H 1.570 -8.989 4.875 0.1696
H -0.457 -9.176 3.890 0.1627
H -1.502 -7.740 3.813 0.1948
H -1.076 -8.438 5.390 0.1628
```

Results
2S+1   1
Total charge   -1
Total energy   -46946.6153 eV
HOMO   -0.1161 hartree
LUMO   1.96 eV
Kohn-Sham gap   5.12 eV



[3]
C14H42ClO11 as an isolated structure at a distorted geometry. Source: the Open Molecules 2025 dataset; level of theory: wB97M-V/def2-TZVPD.

The geometry in XYZ format:
```
68
Properties=species:S:1:pos:R:3:nbo_charge:R:1
Cl -0.064 0.140 -0.459 2.5438
O 0.972 -0.437 0.375 -0.8029
O 0.283 1.432 -1.029 -0.8444
O -0.198 -0.792 -1.552 -0.8707
O -1.273 0.248 0.285 -0.8683
C -0.338 2.069 -3.661 -0.6414
C 0.731 1.066 -3.932 -0.0348
O 0.830 0.972 -5.337 -0.7515
H -1.266 1.841 -4.186 0.1963
H -0.103 3.090 -3.963 0.1927
H -0.566 2.145 -2.598 0.2481
H 0.491 0.043 -3.642 0.1701
H 1.715 1.353 -3.563 0.1632
H 1.124 0.099 -5.606 0.4624
C -2.374 1.800 2.669 -0.6191
C -1.550 2.742 1.775 -0.0557
O -0.252 2.259 1.728 -0.7689
H -2.477 0.834 2.176 0.2276
H -3.375 2.181 2.870 0.1917
H -1.909 1.763 3.654 0.1890
H -1.523 3.760 2.163 0.1615
H -1.925 2.802 0.753 0.1670
H -0.249 1.570 1.059 0.4884
C -3.737 0.256 -0.089 -0.6292
C -3.385 -0.921 -0.973 -0.0601
O -4.194 -2.001 -0.564 -0.7305
H -3.695 0.035 0.977 0.2078
H -4.729 0.598 -0.384 0.1761
H -3.078 1.101 -0.286 0.2223
H -2.323 -1.165 -0.929 0.2114
H -3.614 -0.733 -2.022 0.1427
H -5.072 -1.864 -0.925 0.4521
C 2.258 2.949 1.837 -0.6524
C 2.405 2.355 0.450 -0.0736
O 3.615 1.735 0.288 -0.7079
H 1.225 3.274 1.957 0.2549
H 2.964 3.779 1.880 0.1661
H 2.547 2.209 2.584 0.1935
H 2.114 3.095 -0.294 0.1384
H 1.829 1.442 0.298 0.2128
H 4.312 2.382 0.160 0.4414
C -0.704 -0.234 3.271 -0.6414
C 0.847 -0.412 3.388 -0.0696
O 1.179 -1.657 2.884 -0.6570
H -0.981 -0.151 2.220 0.2385
H -1.066 0.703 3.693 0.2034
H -1.243 -1.074 3.709 0.1839
H 1.134 -0.348 4.438 0.1519
H 1.330 0.337 2.760 0.2180
H 1.070 -2.323 3.567 0.4811
C 0.243 -4.102 1.169 -0.6216
C 0.604 -2.826 0.488 -0.0724
O 1.769 -2.316 1.028 -0.7281
H 0.084 -4.041 2.245 0.1679
H 1.003 -4.829 0.886 0.1954
H -0.692 -4.466 0.743 0.1881
H -0.209 -2.106 0.580 0.1253
H 0.623 -2.942 -0.596 0.1836
H 1.464 -2.103 1.913 0.4326
C 1.997 -1.450 -3.314 -0.6222
C 1.976 -2.465 -2.169 -0.0708
O 2.150 -1.809 -0.912 -0.7419
H 1.170 -0.740 -3.338 0.1929
H 1.920 -1.926 -4.291 0.1655
H 2.954 -0.932 -3.252 0.2041
H 2.823 -3.151 -2.198 0.1681
H 0.996 -2.934 -2.089 0.1434
H 1.414 -1.209 -0.768 0.4710
```

Results
2S+1   1
Total charge   -1
Total energy   -50227.6427 eV
HOMO   -0.1687 hartree
Energy above the lowest of the compared OMol25 structures with the same formula, charge and spin   233.55 kcal per mole
LUMO   2.86 eV
Kohn-Sham gap   7.45 eV